C23H30F6NO10PS | ωB97M-V/def2-TZVPD

CARTESIAN COORDINATES (ANGSTROEM)
C1 5.94327 0.75373 2.37247
H1 5.59492 -4.65329 3.09984
H2 5.95122 -0.52062 0.45389
C2 -6.74610 0.48342 -5.94695
H3 -2.79744 1.01468 -1.04486
F1 -6.76423 2.76394 -3.94277
C3 -8.15004 -1.90251 -7.23981
C4 6.69220 -1.77701 2.20549
H4 2.26210 -0.18986 0.41175
C5 -0.06936 -0.95874 0.13459
H5 -6.79013 1.48423 -5.51136
H6 -2.62017 -1.37057 2.64615
C6 -7.58315 0.40837 -7.21166
H7 5.50999 3.75222 2.81910
H8 7.74382 -0.00400 1.00115
P1 3.94653 2.48327 4.51704
H9 5.56420 -2.09235 2.41353
H10 -3.13386 0.61682 0.64887
H11 6.98256 -5.30021 4.30052
H12 -5.47070 1.41680 0.40820
H13 -7.21634 1.14754 -7.93286
H14 -8.63672 0.64380 -7.01855
O1 -8.84202 -1.76593 -6.23211
H15 0.07439 -1.11356 -1.04109
H16 5.29984 0.79631 5.36429
S1 2.84241 -1.17590 4.54059
F2 -4.88154 2.63598 -5.03516
O2 0.16907 3.21760 3.43869
O3 4.60518 1.39810 5.76077
H17 6.28269 0.45996 3.45203
C7 -7.96646 -3.20761 -8.01050
C8 -3.41031 1.27736 -0.17609
H18 6.31839 -3.46206 4.40881
H19 4.17696 1.06398 0.96192
H20 -7.09277 -0.23280 -5.19447
H21 2.02697 -1.31850 5.70948
C9 3.33902 1.43916 3.04856
F3 -6.65847 -3.47386 -8.29052
N1 -1.42918 -1.28145 0.68590
O4 1.44213 1.29641 4.43678
H22 -3.15464 2.30803 0.08955
H23 4.05653 -0.50258 2.00696
C10 -5.40972 2.79971 -3.78941
O5 2.33617 2.36119 2.41828
O6 -4.29953 0.73207 -3.08224
O7 8.97125 -4.24841 2.67337
C11 -0.41068 -0.61012 3.23342
C12 4.34792 0.63779 2.06393
H24 -5.70271 0.23274 -6.16311
F4 -5.10224 4.07398 -3.41281
C13 -1.55243 -1.11767 2.17388
C14 -4.89212 1.16113 -0.48675
C15 6.68796 -0.35437 1.36375
C16 1.07653 -0.22442 2.58463
C17 1.22951 2.39075 3.43180
H25 6.40560 1.80185 2.04472
H26 6.39602 3.16848 4.42069
H27 -0.60956 -0.52199 4.39057
C18 1.24700 -0.41762 0.94675
H28 7.21528 -1.61569 3.24119
H29 5.33167 4.72051 4.51678
F5 -8.43745 -4.29460 -7.33647
C19 5.40218 3.67251 4.00121
O8 -5.27781 2.09048 -1.51268
C20 6.56608 -4.38603 3.69945
C21 7.69212 -3.85823 2.58107
H30 -5.17133 0.13859 -0.76812
C22 2.23359 0.32953 3.60457
O9 -7.45966 -0.88030 -7.83540
F6 -8.61716 -3.19167 -9.20876
O10 7.30978 -2.90369 1.48835
C23 -4.91697 1.75521 -2.79083

## Properties
Net charge: 0
SMILES string: CC(=O)OCCCC[C@@]1(P(C)O)OC(=O)O[C@@]1(S)c1ccncc1.CCOC(=O)C(F)(F)F.CCOC(=O)C(F)(F)F

Löwdin atomic charge list, values in e, 6 entries:
1 C -0.19
2 H 0.10
3 H 0.12
4 C -0.06
5 H 0.07
6 F 0.13

C23H30KN3O3S2Sb2 | ωB97M-V/def2-TZVPD

CARTESIAN COORDINATES (ANGSTROEM)
H1 -3.24625 2.92174 -3.67488
H2 3.09022 -3.09292 2.61123
H3 -2.66228 -0.66806 1.82604
C1 -2.21885 1.04313 4.26649
C2 0.67579 -0.29088 4.26296
H4 -4.30281 1.91090 -5.69909
H5 -2.50500 -1.87898 -4.78865
H6 3.05074 -1.50628 3.36121
C3 -0.13112 4.66656 -3.33680
H7 -1.17399 -1.56982 5.69194
C4 0.94541 4.23384 -4.01483
C5 -0.58795 -2.26398 5.10009
C6 1.25121 -2.66697 3.59711
H8 4.14013 -2.96550 0.28005
H9 -1.55767 -1.81619 2.61309
H10 0.83642 -3.02618 -0.93877
H11 -2.53659 0.08095 4.66758
C7 -2.66989 -0.83505 -4.55847
C8 -3.08669 1.88313 -3.93403
H12 -1.88943 1.68567 5.08186
H13 -3.93588 -0.45131 -6.24484
H14 1.52396 -4.71773 3.05631
K1 0.95132 1.92141 -0.14011
C9 -3.46545 -0.03204 -5.36513
H15 4.02469 4.17850 -2.67593
C10 3.93251 -1.92340 0.03700
H16 -1.15079 4.79980 -3.64371
C11 2.44999 -2.23240 2.81119
H17 -0.38167 -5.55604 4.36472
N1 0.28858 4.90901 -2.04592
H18 -1.22807 -1.19883 0.96170
N2 2.00894 4.19820 -3.12124
C12 -0.15041 -4.49899 4.36601
H19 3.90755 -1.81245 -1.04644
C13 -1.54479 1.46282 -1.87948
H20 4.72780 -1.29713 0.43907
C14 0.46306 -1.76467 4.32842
C15 -2.29416 1.08116 -3.13024
S1 2.50361 4.68954 -0.46975
H21 1.69961 -0.01996 4.01413
O1 -1.48802 2.62460 -1.45451
C16 0.91729 -4.02184 3.62485
C17 -0.90133 -3.61195 5.12333
Sb1 2.02221 -1.38439 0.85608
H22 0.05679 -3.23770 0.63482
C18 -3.67220 1.31187 -5.05469
H23 3.64016 4.17862 -4.41407
O2 0.24859 -1.25532 -2.77904
H24 0.43341 0.18019 5.21711
H25 -3.06903 1.51252 3.77276
H26 1.05942 3.93570 -5.04104
S2 -1.03557 -0.92614 -2.20048
O3 -1.70099 -1.97991 -1.47969
C19 1.59862 4.60548 -1.89231
Sb2 -0.64414 0.72530 2.83827
C20 -2.10082 -0.24692 -3.44645
H27 -0.30151 5.14292 -1.26620
H28 3.43785 2.69582 -3.45274
C21 -1.61687 -0.95587 1.94679
H29 1.64268 -3.98583 0.33234
N3 -0.92613 0.41291 -1.31348
H30 -1.72568 -3.96618 5.72868
C22 1.01310 -3.11800 0.12961
C23 3.36037 3.78350 -3.43982

## Properties
Net charge: 0

Löwdin atomic charge list, values in e, 6 entries:
1 H 0.11
2 H 0.06
3 H 0.02
4 C -0.35
5 C -0.33
6 H 0.10

C23H30N3 | ωB97M-V/def2-TZVPD

CARTESIAN COORDINATES (ANGSTROEM)
C1 -0.02813 0.73654 1.68831
H1 4.23687 0.77945 3.19851
H2 0.41011 1.52420 -4.28527
C2 2.30320 0.82550 2.27169
N1 0.35094 4.91612 -3.71493
C3 1.25001 0.06989 1.72560
N2 0.17990 2.48243 -0.31396
H3 -1.64912 -2.52482 1.97452
C4 3.46361 0.19493 2.69858
H4 -1.47326 -0.43098 4.18668
H5 -0.06423 -1.24051 3.45167
H6 2.03755 6.17104 -3.88021
C5 3.61357 -1.18721 2.51442
C6 0.98972 6.06954 -1.15413
C7 -3.47757 -0.13729 1.79723
H7 -4.03972 -2.19292 2.11584
H8 -0.08840 5.15345 -5.71864
C8 -2.38819 0.86697 2.15467
C9 0.94661 6.23732 -3.68154
H9 -3.89338 -1.24563 3.59120
H10 1.26504 4.05585 -5.40488
H11 -0.64140 2.70464 -6.07324
C10 0.51802 3.77417 -0.22182
H12 -0.39922 7.22451 -2.34449
H13 0.51603 6.81526 -4.51455
H14 -0.09516 1.81617 1.49278
H15 0.66060 -1.88530 0.93445
C11 0.23344 4.14272 -2.59108
H16 2.07872 6.07963 -0.98117
H17 0.51709 6.50902 -0.26763
H18 2.75827 -3.00610 1.70931
N3 -1.08976 0.19167 2.25113
C12 0.25798 4.35373 -5.04518
C13 2.61682 -1.93404 1.86316
C14 -0.13650 2.78084 -2.67706
C15 0.54836 4.65141 -1.31162
H19 4.52409 -1.68153 2.86091
C16 1.44186 -1.31016 1.43955
C17 -1.07645 -0.88148 3.25851
H20 1.26115 7.86458 -2.32966
H21 -3.38289 -0.37884 0.73249
H22 2.12091 1.88694 2.45706
C18 -3.43201 -1.43330 2.61380
H23 -1.73580 3.58225 -4.97576
C19 0.66430 6.94828 -2.36288
C20 -0.13174 2.00211 -1.51800
C21 -0.71839 3.18330 -5.09318
C22 -0.44294 2.15902 -3.99382
H24 -2.32047 1.65860 1.40079
H25 -0.40435 0.94702 -1.55162
H26 0.76743 4.12951 0.77852
H27 -4.44561 0.35412 1.94024
H28 -2.61341 1.33352 3.12828
C23 -2.03035 -1.99640 2.85842
H29 -2.06426 -2.72488 3.67681
H30 -1.31643 1.50362 -3.89386

## Properties
Net charge: +1

Löwdin atomic charge list, values in e, 6 entries:
1 C 0.04
2 H 0.12
3 H 0.13
4 C -0.01
5 N -0.08
6 C -0.20

C23H30N4O3S | ωB97M-V/def2-TZVPD

CARTESIAN COORDINATES (ANGSTROEM)
C1 -0.55989 -1.06627 -2.67035
C2 1.26114 0.48404 -2.95753
C3 -1.43823 0.23489 4.49533
H1 4.17413 -3.93505 -0.25846
C4 -0.17076 1.82200 -0.02851
H2 2.98488 -3.67952 1.89986
C5 2.42090 -3.63796 0.96500
C6 -2.48663 -2.09621 -1.45182
H3 1.01970 -0.51688 1.45593
H4 -1.71486 -2.49716 0.91148
O1 2.76429 1.53919 -1.38262
H5 -1.79239 -2.90454 -1.21997
C7 -2.47908 2.42423 3.79331
H6 3.23343 0.17991 0.51661
C8 -2.34381 0.42785 2.29760
H7 -1.20992 0.64183 5.46806
C9 3.34982 -3.22392 -0.17253
H8 2.79878 -3.24212 -1.11500
C10 0.52934 2.77498 0.74012
H9 -3.48333 -2.52040 -1.59616
C11 -0.31095 2.18838 -1.33187
H10 1.34921 1.43573 -3.48552
H11 0.69758 -2.62851 0.18121
C12 -2.07821 1.00858 3.53156
N1 -0.15032 0.21585 -2.71991
H12 -0.55843 0.90128 0.36653
H13 -2.84288 0.98193 1.52066
C13 2.79414 -0.79116 0.26095
H14 -3.56522 2.50203 3.82962
H15 1.57537 -1.36817 -1.37769
C14 1.28181 -2.63337 1.10452
H16 -0.60674 -1.71002 4.90487
C15 0.91450 3.84999 0.00769
N2 -2.08805 -1.55729 0.86883
N3 -1.33294 -1.62244 3.00789
C16 -2.04158 -1.39529 -2.74078
H17 0.61988 -2.91662 1.92566
H18 2.37728 -1.23799 2.31792
C17 2.11772 0.55507 -1.68026
H19 1.46071 4.71478 0.32702
C18 -2.57376 -1.09274 -0.31297
C19 -1.09860 -1.07002 4.18446
C20 -0.95038 1.39737 -2.42859
C21 1.83594 -1.23629 1.36991
H20 2.01852 -4.63454 0.77180
N4 2.07322 -0.58149 -0.97505
H21 -2.07365 2.77819 4.73770
H22 -1.03491 2.01303 -3.33154
C22 3.91080 -1.82545 0.07507
O2 -3.03906 0.01681 -0.47002
H23 -2.15067 -2.09379 -3.57370
H24 4.52484 -1.83563 0.97795
H25 -2.66769 -0.52749 -2.93043
H26 4.54462 -1.52080 -0.75985
H27 -2.12841 3.06901 2.98928
H28 0.74003 2.65739 1.78836
S1 0.43402 3.71975 -1.63136
O3 0.25212 -1.98645 -2.62079
H29 -1.94558 1.09927 -2.09717
H30 1.65498 -0.32100 -3.58506
C23 -1.93682 -0.88339 2.08103

## Properties
Net charge: 0
SMILES string: Cc1ccnc(NC(=O)CCC(=O)N(CC(=O)NC2CCCCC2)Cc2cccs2)c1

Löwdin atomic charge list, values in e, 6 entries:
1 C -0.44
2 C -0.04
3 C -0.03
4 H 0.11
5 C -0.14
6 H 0.11

In kcal per mole, the relative energy (zero: lowest compared OMol25 entry of this formula, charge and spin) values for the records above are, in order, 271.2, 10.1, 0.0, 0.0.